Density functional theory data (the ωB97M-V functional and the def2-TZVPD basis) for a molecular structure, C18H21ClN7ORuS in a non-equilibrium geometry.

## Properties
maximum force	0.0521	Eh/bohr
E_HOMO (spin up / spin down)	-7.231 / -7.534	eV
spin multiplicity	6
frontier orbital gap (spin up / spin down)	7.05 / 5.57	eV
expectation value of S²	8.784
total energy	-2110.11739	hartree

Each line ends with the Löwdin charge.
Atoms and positions in Å:
Ru (6.4440, 8.2534, 9.2227)  1.265
N (6.4407, 11.5136, 12.6652)  0.162
C (5.9519, 10.4632, 11.9233)  -0.540
O (5.8408, 9.3837, 12.4521)  0.051
C (5.4138, 10.8257, 10.5463)  -0.196
C (6.2336, 10.3928, 9.3648)  -0.294
H (6.6580, 11.4564, 13.6298)  0.095
H (6.3711, 12.4590, 12.2648)  0.106
H (5.4835, 11.9505, 10.4487)  0.122
H (4.3546, 10.5179, 10.5197)  0.112
H (7.2598, 10.7879, 9.3384)  0.047
H (5.7686, 10.5758, 8.4123)  0.033
S (9.2341, 8.1344, 12.7543)  1.069
C (9.9035, 9.3106, 11.7594)  -0.409
C (9.2023, 9.4347, 10.5863)  -0.221
C (8.1089, 8.5424, 10.5334)  -0.315
C (8.0184, 7.7504, 11.6268)  -0.542
C (6.9613, 6.7498, 11.8697)  -0.277
C (6.7875, 5.9877, 13.0412)  -0.004
C (5.8230, 5.0268, 12.9722)  -0.056
C (4.8749, 4.9449, 11.9445)  -0.025
C (5.1599, 5.7135, 10.8184)  -0.129
N (6.1789, 6.5831, 10.7966)  -0.009
H (10.7555, 9.8593, 12.1080)  0.065
H (9.5076, 10.1236, 9.8390)  0.080
H (7.4542, 6.0838, 13.8475)  0.094
H (5.7559, 4.3137, 13.7708)  0.108
H (4.0231, 4.2855, 11.9375)  0.107
H (4.5406, 5.6845, 9.9011)  0.083
Cl (4.1755, 8.0980, 8.6631)  0.043
N (9.3354, 7.7226, 5.0838)  0.007
C (10.1400, 8.2572, 6.2043)  -0.238
C (9.3777, 8.3096, 7.5379)  -0.249
N (8.0376, 8.9143, 7.3147)  -0.028
H (9.2809, 8.3472, 4.3112)  0.071
H (7.1535, 7.2915, 4.9000)  0.029
H (9.5630, 6.8198, 4.7671)  0.065
H (10.4718, 9.2326, 5.8997)  0.101
H (11.0785, 7.7028, 6.3747)  0.114
H (9.9715, 8.9862, 8.1646)  0.088
H (9.1721, 7.3450, 8.0301)  0.094
H (7.7434, 8.5098, 6.4226)  0.034
H (8.0067, 9.9147, 7.1708)  0.082
N (6.8078, 6.4727, 7.8794)  0.032
C (6.0526, 6.3017, 7.0073)  -0.307
C (5.2357, 5.9723, 5.9384)  -0.292
C (5.2392, 6.9186, 4.7856)  -0.120
N (6.2485, 7.4752, 4.3782)  0.051
C (4.1056, 5.1273, 6.0442)  -0.283
N (3.1648, 4.5095, 5.8711)  0.124

Density functional theory data (the ωB97M-V functional and the def2-TZVPD basis) for a gas-phase ion, C2H7N4O (charge +1) in a non-equilibrium geometry.

## Properties
maximum force	0.1048	Eh/bohr
net charge	+1
E_HOMO	-13.427	eV
frontier orbital gap	10.28	eV
total energy	-374.25907	hartree

Each line ends with the Löwdin charge.
Atoms and positions in Å:
N (1.6022, -0.6649, -0.9442)  0.153
N (1.4134, 0.0991, 0.2668)  -0.277
O (1.5181, 1.4842, 0.0054)  0.032
C (0.6446, -0.2461, 1.2311)  -0.083
N (-0.9712, -0.2909, 0.5936)  0.228
C (-1.9497, 0.0774, 0.0587)  -0.180
N (-3.0293, 0.3089, -0.5454)  0.198
H (2.5881, -0.4185, -1.0898)  0.115
H (1.5186, -1.6020, -0.7825)  0.058
H (2.2736, 1.6709, -0.6187)  0.143
H (0.4835, 0.2597, 2.1646)  0.135
H (0.6117, -1.3777, 1.4779)  0.168
H (-3.7046, -0.4137, -0.6206)  0.138
H (-2.9991, 1.1135, -1.1968)  0.172